[1]
{"formula": "C24H60FN2O8Zr", "method": "the ωB97M-V functional and the def2-TZVPD basis", "symbols": ["Zr", "C", "C", "C", "C", "C", "C", "N", "O", "C", "C", "C", "H", "H", "H", "H", "H", "H", "H", "H", "H", "H", "H", "H", "H", "H", "H", "H", "H", "H", "C", "C", "C", "C", "C", "C", "N", "O", "C", "C", "C", "H", "H", "H", "H", "H", "H", "H", "H", "H", "H", "H", "H", "H", "H", "H", "H", "H", "H", "F", "C", "O", "H", "H", "H", "H", "C", "O", "H", "H", "H", "H", "C", "O", "H", "H", "H", "H", "C", "O", "H", "H", "H", "H", "C", "O", "H", "H", "H", "H", "C", "O", "H", "H", "H", "H"], "coordinates": [[-0.702, -0.536, 1.079], [-5.114, 0.850, -0.655], [-3.877, 1.556, -1.292], [-4.465, 2.731, -2.196], [-4.816, 3.889, -1.378], [-3.661, 4.362, -0.532], [-3.158, 3.361, 0.559], [-2.976, 2.028, -0.195], [-2.507, 0.924, 0.690], [-4.207, 3.469, 1.651], [-1.811, 3.990, 1.077], [-3.195, 0.651, -2.372], [-5.717, 0.227, -1.315], [-5.751, 1.607, -0.198], [-4.843, 0.120, 0.108], [-5.406, 2.398, -2.634], [-3.888, 2.906, -3.104], [-5.638, 3.670, -0.696], [-5.186, 4.589, -2.127], [-3.891, 5.372, -0.192], [-2.895, 4.734, -1.212], [-4.029, 3.024, 2.629], [-5.181, 3.180, 1.258], [-4.471, 4.487, 1.937], [-1.891, 4.827, 1.771], [-1.122, 4.192, 0.257], [-1.270, 3.250, 1.667], [-3.633, 0.694, -3.369], [-3.261, -0.375, -2.008], [-2.123, 0.822, -2.466], [3.058, -0.949, -0.609], [3.617, -1.472, 0.742], [5.159, -1.052, 0.701], [5.820, -1.201, 2.111], [5.147, -0.364, 3.234], [3.636, -0.692, 3.234], [2.971, -0.785, 1.869], [1.488, -0.958, 1.845], [3.045, 0.490, 4.064], [3.512, -2.047, 4.002], [3.531, -3.009, 0.833], [3.685, -1.311, -1.424], [3.029, 0.140, -0.571], [2.033, -1.291, -0.758], [5.076, -0.014, 0.379], [5.697, -1.620, -0.058], [6.798, -0.754, 1.930], [6.014, -2.223, 2.434], [5.407, 0.690, 3.135], [5.649, -0.603, 4.171], [3.463, 0.377, 5.064], [1.960, 0.567, 3.989], [3.432, 1.438, 3.691], [3.654, -1.914, 5.074], [4.173, -2.853, 3.681], [2.547, -2.541, 3.884], [2.635, -3.451, 0.396], [3.350, -3.438, 1.818], [4.415, -3.562, 0.515], [-0.438, -0.674, -0.981], [0.685, -0.332, -4.259], [0.319, -1.524, -3.524], [0.736, -0.492, -5.336], [0.015, 0.513, -4.103], [1.724, -0.076, -4.050], [-0.044, -1.195, -2.698], [0.356, 2.952, -3.304], [-0.068, 2.623, -1.973], [0.482, 4.025, -3.447], [1.358, 2.553, -3.459], [-0.334, 2.672, -4.100], [-0.895, 2.142, -1.895], [1.415, 2.259, 0.902], [0.349, 1.407, 0.411], [2.029, 1.748, 1.643], [2.105, 2.581, 0.122], [0.951, 3.126, 1.372], [0.167, 1.769, -0.460], [-0.062, -4.000, 1.514], [-0.232, -2.847, 0.684], [-0.706, -3.880, 2.386], [-0.435, -4.909, 1.043], [0.923, -4.135, 1.961], [-0.165, -3.205, -0.204], [-3.243, -3.425, -0.024], [-2.762, -2.116, -0.140], [-3.566, -3.814, -0.990], [-2.558, -4.006, 0.593], [-4.147, -3.284, 0.569], [-3.252, -1.722, -0.866], [1.130, -4.882, -2.304], [0.271, -3.845, -1.790], [0.826, -5.871, -1.961], [0.999, -4.946, -3.384], [2.143, -4.768, -1.917], [0.605, -3.019, -2.149]], "charge": 1, "homo_energy_ev": -10.1, "total_energy_ha": -1808.35999, "orbital_gap_ev": 5.671, "multiplicity": 1}

***

[2]
{"formula": "C24H60N12O14S", "method": "the ωB97M-V functional and the def2-TZVPD basis", "symbols": ["O", "S", "O", "O", "C", "C", "O", "H", "H", "H", "H", "C", "C", "C", "O", "C", "H", "H", "H", "H", "H", "H", "H", "H", "C", "C", "C", "O", "C", "H", "H", "H", "H", "H", "H", "H", "H", "C", "C", "C", "O", "C", "H", "H", "H", "H", "H", "H", "H", "H", "C", "C", "C", "O", "C", "H", "H", "H", "H", "H", "H", "H", "H", "N", "C", "N", "O", "H", "H", "H", "H", "N", "C", "N", "O", "H", "H", "H", "H", "N", "C", "N", "O", "H", "H", "H", "H", "N", "C", "N", "O", "H", "H", "H", "H", "N", "C", "N", "O", "H", "H", "H", "H", "N", "C", "N", "O", "H", "H", "H", "H"], "coordinates": [[-2.874, -0.943, -1.174], [-1.515, -0.634, -0.958], [-0.647, -0.635, -2.090], [-1.327, 0.785, -0.168], [-0.252, 0.800, 0.762], [0.277, -0.609, 0.725], [-0.859, -1.406, 0.332], [0.544, 1.531, 0.628], [-0.700, 0.925, 1.747], [0.512, -1.022, 1.701], [1.083, -0.733, 0.005], [-1.700, -2.337, 4.547], [-2.644, -2.585, 5.701], [-3.973, -2.041, 5.071], [-3.596, -0.965, 4.223], [-2.245, -1.095, 3.825], [-1.850, -3.186, 3.874], [-0.643, -2.154, 4.739], [-2.503, -1.909, 6.547], [-2.737, -3.629, 5.979], [-4.650, -1.747, 5.871], [-4.445, -2.780, 4.415], [-1.593, -0.290, 4.188], [-2.147, -1.205, 2.743], [3.804, -4.496, 1.036], [3.752, -3.352, 2.045], [3.255, -2.229, 1.150], [2.258, -2.873, 0.371], [2.676, -4.204, 0.040], [3.725, -5.458, 1.547], [4.777, -4.515, 0.539], [4.718, -3.263, 2.554], [3.145, -3.582, 2.924], [3.983, -1.805, 0.443], [2.880, -1.357, 1.688], [3.039, -4.258, -0.988], [1.801, -4.831, 0.202], [2.827, 5.235, 1.906], [3.434, 4.120, 1.096], [3.817, 4.856, -0.173], [4.428, 6.055, 0.373], [4.020, 6.212, 1.734], [2.721, 4.961, 2.955], [1.938, 5.660, 1.450], [2.757, 3.294, 0.854], [4.380, 3.721, 1.464], [3.010, 5.189, -0.828], [4.507, 4.219, -0.734], [3.621, 7.213, 1.903], [4.808, 5.944, 2.439], [2.412, 1.527, -1.791], [2.087, 2.698, -2.674], [1.870, 1.982, -4.030], [2.649, 0.802, -3.963], [3.243, 0.587, -2.660], [1.532, 1.043, -1.371], [3.080, 1.789, -0.961], [2.826, 3.497, -2.680], [1.160, 3.137, -2.297], [2.151, 2.692, -4.810], [0.805, 1.758, -4.137], [4.282, 0.893, -2.787], [3.144, -0.442, -2.314], [-2.318, 5.479, 0.877], [-1.451, 4.517, 0.459], [-1.977, 3.566, -0.354], [-0.273, 4.511, 0.821], [-1.949, 6.053, 1.618], [-3.309, 5.316, 0.934], [-1.443, 2.732, -0.488], [-2.958, 3.654, -0.557], [-5.115, 2.756, -2.990], [-4.612, 1.802, -2.138], [-4.837, 0.530, -2.564], [-4.288, 2.078, -0.980], [-5.105, 3.735, -2.791], [-5.720, 2.404, -3.710], [-4.913, 0.410, -3.565], [-4.463, -0.211, -1.981], [-1.017, -6.381, -0.831], [-0.916, -5.177, -0.199], [-0.852, -4.075, -1.000], [-1.084, -5.091, 1.013], [-1.087, -6.480, -1.825], [-1.119, -7.157, -0.203], [-0.942, -3.212, -0.492], [-0.457, -4.163, -1.922], [1.933, -3.022, -3.442], [0.795, -3.766, -3.606], [1.017, -5.086, -3.827], [-0.305, -3.262, -3.816], [2.673, -3.187, -4.105], [1.639, -2.054, -3.374], [0.275, -5.571, -4.300], [1.953, -5.448, -3.815], [-3.196, -2.727, -3.628], [-3.281, -1.695, -4.532], [-2.036, -1.227, -4.802], [-4.330, -1.297, -5.021], [-2.271, -3.050, -3.378], [-3.928, -3.056, -3.027], [-1.968, -0.472, -5.459], [-1.337, -1.407, -4.105], [-1.264, 2.753, 5.078], [-0.276, 3.091, 4.188], [-0.704, 3.236, 2.898], [0.883, 3.189, 4.552], [-2.221, 2.691, 4.787], [-0.869, 2.377, 5.920], [-0.116, 3.643, 2.185], [-1.696, 3.199, 2.748]], "homo_energy_ev": -9.3, "total_energy_ha": -3059.19171, "orbital_gap_ev": 9.362, "multiplicity": 1, "relative_energy_kcal_mol": 16.8}